No. 1
{
  "formula": "C12H14Cl5IrNO4S",
  "method": "wB97M-V/def2-TZVPD",
  "species": ["Ir", "C", "O", "C", "C", "O", "C", "C", "O", "C", "H", "H", "H", "H", "H", "H", "H", "H", "H", "H", "H", "H", "H", "H", "Cl", "C", "C", "C", "Cl", "C", "Cl", "C", "Cl", "C", "Cl", "O", "S", "N"],
  "positions_angstrom": [[0.2002, -0.1396, -0.0502], [-0.5467, -0.3244, 2.9679], [0.4734, -0.0045, 1.9795], [1.7824, -0.5710, 2.3026], [2.7856, -0.1915, 1.2338], [2.2633, -0.7200, -0.0097], [2.9527, -0.4547, -1.2575], [1.9986, 0.2341, -2.2406], [0.6018, -0.2222, -2.1022], [0.2881, -1.4410, -2.7613], [-0.2181, 0.0707, 3.9264], [-0.6817, -1.4048, 3.0237], [-1.4574, 0.1696, 2.6458], [1.6787, -1.6560, 2.3730], [2.0922, -0.1652, 3.2657], [3.7475, -0.6533, 1.4583], [2.9044, 0.8920, 1.1548], [3.3005, -1.4135, -1.6337], [3.8095, 0.1975, -1.0844], [2.3116, 0.0573, -3.2692], [1.9363, 1.3048, -2.0718], [0.6699, -1.4069, -3.7789], [-0.7941, -1.5517, -2.7189], [-1.1358, -2.3330, 0.5381], [-3.3704, -1.4376, 0.0253], [-2.9795, 0.2484, -0.0444], [-1.6570, 0.6573, -0.0684], [-1.4469, 2.0160, -0.0966], [0.3116, 2.3083, -0.0972], [-2.3978, 3.0090, -0.1175], [-1.9554, 4.6516, -0.1555], [-3.7267, 2.5692, -0.1035], [-4.9849, 3.7168, -0.1281], [-4.0139, 1.1962, -0.0641], [-5.6376, 0.6769, -0.0365], [0.9647, -2.5134, -2.1213], [0.2137, -3.2827, -0.9131], [-0.2830, -2.0888, 0.0297]],
  "s_squared": 0.756,
  "charge": 2,
  "e_above_lowest_kcal_mol": 0.0,
  "spin_multiplicity": 2,
  "homo_lumo_gap_ha": [0.27895, 0.22517],
  "energy_ev": -98618.7091,
  "homo_ev": [-14.634, -14.632]
}



No. 2
{
  "formula": "C12H14ClIN2O9",
  "method": "wB97M-V/def2-TZVPD",
  "species": ["C", "C", "N", "C", "C", "C", "C", "O", "O", "C", "C", "O", "O", "C", "C", "N", "C", "C", "O", "I", "H", "H", "H", "H", "H", "H", "H", "H", "H", "H", "H", "H", "H", "H", "O", "Cl", "O", "O", "O"],
  "positions_angstrom": [[-0.4870, 1.9064, 2.3880], [0.9808, 1.5321, 2.2185], [1.8251, 2.4638, 2.3802], [1.4030, 0.0818, 1.9236], [0.8900, -0.5311, 0.6249], [1.1983, 0.0012, -0.6182], [2.0276, 1.2819, -0.7902], [1.1956, 2.2555, -1.3837], [0.3418, 2.8265, -0.4324], [0.7606, -0.6128, -1.7864], [1.0655, -0.1579, -3.2061], [0.4626, -0.6831, -4.1089], [2.0269, 0.7722, -3.4774], [0.0006, -1.7499, -1.7019], [-0.3174, -2.2208, -0.4658], [0.1203, -1.6438, 0.6605], [-0.2613, -2.3044, 1.9488], [-1.6365, -1.7889, 2.4778], [-1.6882, -0.9173, 3.2870], [-3.3902, -2.6905, 1.6374], [-0.9281, 1.1698, 3.0672], [-0.5114, 2.8587, 2.9176], [-0.9991, 1.9625, 1.4296], [2.7751, 2.0994, 2.2601], [2.4995, 0.0708, 1.8914], [1.1333, -0.4966, 2.8078], [2.8366, 1.0702, -1.4866], [2.4966, 1.5947, 0.1411], [-0.5573, 2.5263, -0.6522], [1.6361, 1.5889, -3.8143], [-0.3644, -2.2862, -2.5673], [-0.9183, -3.1180, -0.3912], [0.5260, -2.2407, 2.6927], [-0.3763, -3.3612, 1.6952], [-2.7589, 0.5199, -3.4683], [-3.1627, -0.2457, -2.3195], [-2.9319, -1.6593, -2.5660], [-4.5539, -0.0289, -2.0439], [-2.3590, 0.1545, -1.1691]],
  "charge": 0,
  "homo_lumo_gap_ha": 0.25304,
  "energy_ev": -54689.4311,
  "homo_ev": -8.989
}



No. 3
{
  "formula": "C12H14CrF5N2S2Te",
  "method": "wB97M-V/def2-TZVPD",
  "species": ["Cr", "C", "C", "N", "C", "C", "S", "C", "C", "N", "H", "H", "H", "H", "H", "H", "H", "H", "H", "H", "H", "H", "H", "H", "F", "C", "C", "F", "C", "F", "C", "S", "C", "F", "C", "F", "Te"],
  "positions_angstrom": [[0.0504, 1.4338, 1.0363], [-1.1969, -1.3281, -1.0726], [-1.6547, 0.0973, -1.3715], [-1.7101, 0.9871, -0.2025], [-2.8781, 0.7852, 0.6616], [-2.7418, -0.3847, 1.6448], [-1.0664, -0.6209, 2.3255], [-0.6557, -2.3002, 1.7631], [0.3355, -2.3568, 0.5926], [0.0607, -1.3316, -0.3746], [-1.9398, -1.8393, -0.4593], [-1.1748, -1.8750, -2.0281], [-0.9639, 0.5471, -2.0802], [-2.6437, 0.0555, -1.8485], [-1.6887, 1.9555, -0.5166], [-2.9997, 1.6969, 1.2425], [-3.7852, 0.6253, 0.0614], [-3.4061, -0.1867, 2.4853], [-3.0432, -1.3309, 1.1971], [-0.2240, -2.8187, 2.6197], [-1.5903, -2.8129, 1.5272], [1.3394, -2.1656, 0.9755], [0.3208, -3.3864, 0.1942], [0.8529, -1.0979, -0.9511], [3.3029, 1.3845, -3.6464], [3.0802, 1.2535, -2.3213], [1.7990, 1.3584, -1.7842], [0.8120, 1.6364, -2.6928], [1.5432, 1.1990, -0.4534], [-0.2650, 3.1249, 0.4087], [2.6386, 0.9775, 0.3935], [2.1485, 0.9611, 2.0973], [3.9195, 0.8775, -0.1113], [4.9894, 0.6735, 0.6860], [4.1414, 1.0069, -1.4757], [5.3870, 0.9039, -1.9785], [-1.0934, 2.2946, 3.4562]],
  "s_squared": 6.060,
  "charge": -1,
  "spin_multiplicity": 5,
  "homo_lumo_gap_ha": [0.23757, 0.22265],
  "energy_ev": -86625.8680,
  "homo_ev": [-4.000, -3.851]
}



No. 4
{
  "formula": "C12H14IN3O2Pb",
  "method": "wB97M-V/def2-TZVPD",
  "species": ["C", "C", "H", "H", "H", "H", "H", "H", "C", "C", "C", "C", "H", "H", "H", "H", "N", "C", "C", "N", "C", "C", "C", "H", "H", "C", "H", "H", "Pb", "I", "O", "N", "O"],
  "positions_angstrom": [[0.1517, 3.2381, 1.6008], [3.1217, -0.3118, -0.2964], [0.2537, 3.2212, 0.5115], [1.0799, 3.0336, 2.1473], [-0.1873, 4.2431, 1.8833], [2.7053, -0.7666, -1.2059], [4.0281, 0.2585, -0.5669], [3.4034, -1.1099, 0.3985], [-1.1877, 2.2571, -1.5366], [-2.5090, 2.2981, -1.9996], [-3.2447, 1.1121, -2.0203], [-2.6372, -0.0593, -1.5714], [-0.5888, 3.1718, -1.4979], [-2.9217, 3.2498, -2.3284], [-4.2766, 1.0947, -2.3737], [-3.1529, -1.0194, -1.5518], [-0.6091, 1.1361, -1.0956], [-1.3122, -0.0131, -1.0968], [-0.6601, -1.2340, -0.5498], [0.2577, -1.0783, 0.4274], [0.8022, -2.1697, 0.9899], [-0.3678, -3.6354, -0.5089], [0.5468, -3.4645, 0.5343], [1.5061, -1.9918, 1.8077], [1.0705, -4.2920, 1.0038], [-0.9950, -2.5085, -1.0368], [-1.7296, -2.5649, -1.8382], [-0.5916, -4.6245, -0.9053], [1.7612, 1.1234, 0.5276], [-1.3937, 1.9362, 2.2973], [2.6300, -0.9052, 4.0930], [2.4086, -0.4399, 2.9840], [2.6382, 0.8147, 2.7740]],
  "charge": 2,
  "e_above_lowest_kcal_mol": 8.4,
  "homo_lumo_gap_ha": [0.14520, 0.14523],
  "energy_ev": -34561.2789,
  "homo_ev": [-15.879, -15.879]
}



No. 5
{
  "formula": "C12H14N2",
  "method": "wB97M-V/def2-TZVPD",
  "species": ["N", "C", "C", "C", "C", "C", "C", "C", "N", "C", "C", "C", "C", "C", "H", "H", "H", "H", "H", "H", "H", "H", "H", "H", "H", "H", "H", "H"],
  "positions_angstrom": [[0.8529, 3.1427, 0.7578], [1.2504, 2.0763, 0.4445], [1.8994, 0.8886, 0.0448], [3.2713, 0.8003, -0.0922], [3.9001, -0.4496, -0.2975], [3.1112, -1.5705, -0.0737], [1.7411, -1.5423, 0.1743], [1.1416, -0.3004, 0.1302], [-0.3112, -0.2545, 0.0032], [-0.6903, 0.8097, -0.8382], [-2.2235, 1.0046, -0.7788], [-2.8999, -0.3744, -0.6894], [-2.7170, -0.8974, 0.7751], [-1.2159, -0.4033, 1.2114], [3.7719, 1.7435, -0.2913], [4.9193, -0.4508, -0.5222], [3.4699, -2.4975, -0.2453], [1.1879, -2.4670, 0.3840], [-0.3970, 0.6936, -1.8725], [-0.2861, 1.7331, -0.4161], [-2.3628, 1.4735, -1.7262], [-2.6062, 1.6241, 0.1121], [-3.9237, -0.3771, -0.9041], [-2.5840, -1.2110, -1.3029], [-3.4634, -0.5559, 1.5289], [-2.6576, -1.9601, 0.6287], [-0.7814, -1.1228, 1.9640], [-1.3971, 0.4446, 1.8915]],
  "charge": 0,
  "e_above_lowest_kcal_mol": 74.7,
  "smiles": "N#Cc1ccccc1N1CCCCC1",
  "homo_lumo_gap_ha": 0.32089,
  "energy_ev": -15648.7823,
  "homo_ev": -8.321
}



No. 6
{
  "formula": "C12H14N2O3",
  "method": "wB97M-V/def2-TZVPD",
  "species": ["C", "C", "O", "N", "C", "O", "O", "H", "H", "C", "N", "C", "C", "C", "C", "C", "C", "C", "C", "H", "H", "H", "H", "H", "H", "H", "H", "H", "H", "H", "H"],
  "positions_angstrom": [[-0.7209, -1.6540, 1.7412], [-1.2596, -0.2202, 1.6344], [-2.4606, 0.0618, 1.6004], [-0.1920, 0.6093, 1.5806], [0.9756, -0.1070, 1.6656], [2.1205, 0.2877, 1.6647], [0.6947, -1.4951, 1.7595], [-1.0774, -2.1360, 2.6654], [-1.0449, -2.2517, 0.8734], [-0.7870, 3.4369, -0.4367], [-0.7668, 3.9221, 0.9431], [-1.7814, 4.9375, 1.2644], [0.0007, 3.3332, 1.8278], [0.0299, 3.7464, 3.2133], [-1.1424, 3.7312, 3.9968], [-1.0934, 4.1873, 5.3042], [0.1188, 4.6559, 5.8384], [1.2844, 4.6654, 5.0591], [1.2535, 4.2043, 3.7467], [-1.6117, 3.9559, -0.9319], [0.1621, 3.6726, -0.9362], [-0.9458, 2.3527, -0.4186], [-2.1746, 5.2632, 0.3003], [-2.6100, 4.5062, 1.8393], [-1.3824, 5.8107, 1.7922], [0.6811, 2.5440, 1.4666], [-2.0687, 3.3395, 3.5598], [-1.9936, 4.1594, 5.9150], [0.1530, 4.9909, 6.8757], [2.2197, 5.0335, 5.4758], [2.1251, 4.2129, 3.0925]],
  "charge": 0,
  "e_above_lowest_kcal_mol": 57.1,
  "homo_lumo_gap_ha": 0.28021,
  "energy_ev": -21792.8480,
  "homo_ev": -8.447
}